1.
Formula: C2H8O2
Source: the Open Molecules 2025 dataset
Level of theory: ωB97M-V/def2-TZVPD

XYZ file:
```
12
Properties=species:S:1:pos:R:3:forces:R:3:lowdin_spin:R:1
C 1.8011 4.2637 -1.8114 -7.39 0.21 1.97 0.446
C 2.3500 3.9957 -2.9487 3.25 0.40 -4.53 0.451
H 0.6133 4.1426 -1.8952 2.48 -0.01 1.63 0.025
H 2.3475 4.8108 -1.1175 0.51 0.88 1.80 0.026
H 1.8282 4.0709 -3.8995 -0.04 -0.36 -0.04 0.022
H 3.4077 4.1223 -2.9162 1.20 -1.10 -0.84 0.030
H 0.3405 -2.2939 1.8410 -0.98 -2.32 0.80 0.000
H -0.3522 -3.3006 2.9879 1.27 0.54 -3.07 0.000
O -0.0147 -3.2386 1.9982 -0.39 1.75 2.32 0.000
H -3.2985 -2.7471 2.0858 -0.35 2.99 1.30 0.000
H -2.4572 -3.7660 1.5678 -0.54 -0.49 -0.21 0.000
O -3.4023 -3.5858 1.7402 0.99 -2.48 -1.13 0.000
```
Positions in Å, forces in eV/Å.

- spin multiplicity = 2
- HOMO (spin up / spin down) (Ha) = -0.4723 / -0.4723
- charge = +1
- expectation value of S² = 0.75

---

2.
Formula: C4H8N4P
Source: the Open Molecules 2025 dataset
Level of theory: ωB97M-V/def2-TZVPD

XYZ file:
```
17
Properties=species:S:1:pos:R:3:forces:R:3:mulliken_charge:R:1
N -3.2064 0.6053 0.2119 2.05 0.37 4.40 -0.680
P -1.7510 0.9225 0.0884 1.17 0.89 -0.39 0.341
C -0.5276 -0.5240 -0.0031 0.40 -0.99 0.40 0.618
N -0.9242 -1.7816 -0.0147 1.24 -2.17 -0.73 -0.392
N 0.7700 -0.1688 -0.0035 0.29 0.49 1.26 0.463
C 1.9902 -0.8558 0.0555 0.55 -0.05 -1.68 -0.050
C 2.9766 0.0702 -0.1227 -2.47 0.80 0.87 -0.748
C 2.2791 1.3894 -0.0077 1.10 0.50 0.97 -0.028
N 1.0173 1.1995 0.1527 -0.85 0.19 -1.10 -0.733
H -3.7592 0.4125 -0.4906 -3.71 -1.18 -4.31 0.262
H -1.2155 1.6736 -0.9644 0.00 -0.13 -0.27 0.155
H -1.1736 1.5544 1.1598 -0.04 0.05 0.62 0.151
H -0.1862 -2.6183 -0.1907 -2.47 2.65 0.72 0.259
H -1.9470 -2.0697 0.0413 1.75 0.90 -0.15 0.304
H 2.0131 -1.9462 0.0242 0.18 0.49 0.06 0.263
H 3.9975 -0.0995 -0.2483 1.34 -0.24 -0.01 0.441
H 2.6629 2.4861 0.1626 -0.51 -2.57 -0.67 0.374
```
Positions in Å, forces in eV/Å.

- HOMO (Ha) = -0.5065
- SMILES = N=[PH2]C(=[NH2+])n1cccn1
- charge = +1

---

Going through the records in order, we get energy relative to the best compared isomer or geometry (same formula, charge and spin) values of 2.095; 0.673 eV.
Going through the records in order, we get energy values of -6285.9737; -19517.3118 eV.